# 1
{
  "formula": "C4H12N2S",
  "method": "wB97M-V/def2-TZVPD",
  "species": ["N", "C", "N", "C", "C", "C", "S", "H", "H", "H", "H", "H", "H", "H", "H", "H", "H", "H", "H"],
  "coordinates": [[-1.30567, 1.25092, 1.92648], [-1.78710, 0.70490, 0.63486], [-0.91594, 1.06849, -0.47191], [-0.31332, -0.09635, -1.24309], [0.54797, -0.94016, -0.33697], [1.98609, -0.48516, -0.39423], [2.90306, -1.08373, 1.11271], [-1.76565, 2.09665, 2.21366], [-0.34565, 1.52747, 1.84269], [-2.88919, 1.03445, 0.50886], [-1.75749, -0.42612, 0.47236], [-1.51488, 1.42949, -1.28156], [0.26187, 0.40192, -1.99958], [-1.13629, -0.63426, -1.86373], [0.48637, -1.98176, -0.77981], [0.15937, -1.11715, 0.66757], [2.25199, 0.53681, -0.40002], [2.36156, -0.86489, -1.48317], [2.77289, -2.42151, 0.87488]],
  "nbo_charge": [-0.847, -0.063, -0.648, -0.224, -0.468, -0.487, -0.056, 0.359, 0.363, 0.180, 0.161, 0.356, 0.202, 0.172, 0.211, 0.234, 0.223, 0.211, 0.122],
  "homo_energy_ev": -9.022,
  "molar_mass_g_mol": 120.2,
  "lumo_ev": 0.880,
  "orbital_gap_ev": 9.903,
  "smiles": "NCNCCCS",
  "spin_multiplicity": 1,
  "energy_ev": -18156.361,
  "relative_energy_kj_mol": 159.94
}



# 2
{
  "formula": "C4H8NO",
  "method": "wB97M-V/def2-TZVPD",
  "species": ["C", "C", "C", "C", "N", "O", "H", "H", "H", "H", "H", "H", "H", "H"],
  "coordinates": [[2.33141, -0.28067, 0.09578], [-1.08733, 0.24598, -0.62756], [0.18749, -0.15886, -1.10467], [-1.13453, 1.07866, 0.59162], [-0.59545, -1.17878, -0.41556], [1.34291, 0.25396, -0.47645], [2.52976, -1.27828, 0.42073], [3.14042, 0.53192, 0.31410], [-1.92666, 0.26775, -1.39610], [-1.93980, 1.88063, 0.46249], [-0.22592, 1.53498, 0.92446], [-1.32769, 0.51490, 1.54920], [-0.28899, -1.48173, 0.56867], [-1.00564, -1.93048, -0.90670]],
  "nbo_charge": [0.163, -0.060, 0.169, -0.684, -0.580, -0.315, 0.198, 0.214, 0.265, 0.276, 0.241, 0.245, 0.426, 0.440],
  "homo_energy_ev": [-12.961, -13.123],
  "charge": 1,
  "molar_mass_g_mol": 86.1,
  "lumo_ev": [-5.214, -5.052],
  "orbital_gap_ev": [7.747, 8.072],
  "spin_multiplicity": 1,
  "energy_ev": -7803.022,
  "relative_energy_kj_mol": 490.23
}



# 3
{
  "formula": "C15H15CaN",
  "method": "wB97M-V/def2-TZVPD",
  "species": ["C", "C", "C", "C", "C", "Ca", "N", "C", "C", "H", "H", "H", "H", "H", "H", "H", "H", "H", "H", "C", "C", "C", "C", "C", "C", "C", "C", "H", "H", "H", "H", "H"],
  "coordinates": [[0.11868, -2.59782, -3.48004], [-0.28501, -3.48243, -2.43063], [0.68017, -3.38368, -1.38061], [1.67060, -2.44692, -1.78187], [1.33062, -1.96275, -3.07395], [-0.68426, -0.84497, -1.47985], [-1.32842, 0.41461, -3.07598], [-2.66749, 0.03325, -2.32316], [-2.98064, -1.23587, -1.63799], [0.69231, -3.98757, -0.47023], [-1.13286, -4.16343, -2.46458], [2.57748, -2.19231, -1.21962], [1.92011, -1.27178, -3.68386], [-0.37957, -2.47987, -4.44130], [-3.32122, -2.05226, -2.26720], [-2.90927, 0.86235, -1.59176], [-1.40827, 1.41619, -3.30745], [-3.52634, -1.12483, -0.70262], [-3.37748, 0.02786, -3.19015], [0.09224, 0.33492, 0.45624], [0.48365, 1.02212, 1.41790], [0.87717, 1.78409, 2.53268], [2.02310, 2.60737, 2.47386], [2.39489, 3.34148, 3.59622], [1.63456, 3.26202, 4.77459], [0.48667, 2.45535, 4.82600], [0.10359, 1.71749, 3.71151], [2.59833, 2.65503, 1.54564], [3.28037, 3.97710, 3.55299], [1.93570, 3.83123, 5.65381], [-0.11200, 2.39962, 5.73619], [-0.78741, 1.08441, 3.72524]],
  "nbo_charge": [-0.374, -0.374, -0.409, -0.394, -0.392, 1.616, -1.244, -0.356, -1.053, 0.188, 0.195, 0.192, 0.194, 0.203, 0.163, 0.138, 0.307, 0.172, 0.150, -0.359, -0.393, 0.037, -0.243, -0.222, -0.287, -0.222, -0.239, 0.218, 0.191, 0.186, 0.191, 0.220],
  "homo_energy_ev": 1.198,
  "charge": -2,
  "molar_mass_g_mol": 249.4,
  "lumo_ev": 4.814,
  "orbital_gap_ev": 3.616,
  "spin_multiplicity": 1,
  "energy_ev": -35722.279
}



# 4
{
  "formula": "C4H8NO3",
  "method": "wB97M-V/def2-TZVPD",
  "species": ["O", "C", "O", "C", "C", "C", "O", "N", "H", "H", "H", "H", "H", "H", "H", "H"],
  "coordinates": [[2.07262, 1.47756, -0.66653], [1.82205, 0.09087, -0.89629], [2.37491, -0.69502, -1.71042], [0.64804, -0.35636, 0.09169], [-0.76102, -0.34611, -0.64250], [-1.98081, -0.26107, 0.30022], [-2.07968, 0.79887, 1.15343], [0.54140, 0.52669, 1.24950], [2.39509, 0.51756, 0.09830], [0.92408, -1.41662, 0.54236], [-0.72398, -1.17952, -1.44452], [-0.92698, 0.59227, -1.24078], [-2.92026, -0.53278, -0.34011], [-1.82159, -1.27381, 0.79562], [-0.46734, 0.54779, 1.57720], [0.90345, 1.50969, 1.13284]],
  "nbo_charge": [-0.558, 0.540, -0.571, -0.119, -0.438, -0.029, -0.922, -0.948, 0.496, 0.193, 0.187, 0.192, 0.100, 0.062, 0.443, 0.372],
  "homo_energy_ev": -3.259,
  "charge": -1,
  "molar_mass_g_mol": 118.1,
  "lumo_ev": 2.874,
  "orbital_gap_ev": 6.133,
  "spin_multiplicity": 1,
  "energy_ev": -11906.368,
  "relative_energy_kj_mol": 668.27
}



# 5
{
  "formula": "CH4O3S",
  "method": "wB97M-V/def2-TZVPD",
  "species": ["O", "C", "O", "O", "S", "H", "H", "H", "H"],
  "coordinates": [[-0.66513, -1.02020, 0.60418], [-0.31983, 0.16618, 0.07285], [-0.70792, 0.32276, -1.20048], [-0.56674, 1.21416, 0.86299], [1.92151, 0.02119, -0.01965], [-0.43083, -1.03906, 1.54226], [-0.71738, -0.52937, -1.65811], [-0.45562, 2.04105, 0.37791], [1.94193, -1.17670, -0.58194]],
  "nbo_charge": [-0.696, 0.884, -0.689, -0.689, -0.443, 0.509, 0.506, 0.507, 0.111],
  "homo_energy_ev": -8.641,
  "molar_mass_g_mol": 96.1,
  "lumo_ev": 0.439,
  "orbital_gap_ev": 9.080,
  "smiles": "OC(O)(O)S",
  "spin_multiplicity": 1,
  "energy_ev": -18078.851,
  "relative_energy_kj_mol": 96.13
}



# 6
{
  "formula": "C27H44LuN3OP3",
  "method": "wB97M-V/def2-TZVPD",
  "species": ["Lu", "P", "P", "P", "H", "C", "C", "H", "C", "C", "C", "C", "C", "C", "C", "C", "C", "H", "H", "H", "H", "H", "H", "H", "H", "H", "H", "H", "H", "H", "H", "H", "H", "H", "H", "H", "H", "H", "H", "H", "H", "H", "H", "H", "H", "H", "C", "C", "C", "C", "C", "C", "O", "H", "H", "H", "H", "H", "H", "N", "C", "C", "C", "C", "C", "C", "C", "N", "C", "C", "N", "C", "H", "H", "H", "H", "H", "H", "H"],
  "coordinates": [[0.61490, 0.21678, -1.38727], [-1.47414, -1.08960, 1.48177], [1.28755, -2.49869, -0.85782], [-1.53535, 2.16426, -0.43366], [0.66593, -1.72390, -5.09682], [0.80037, -0.63026, -5.20233], [1.90386, 0.00971, -4.81462], [2.85859, -0.52506, -4.82836], [-3.01326, -1.76955, 0.84701], [-0.59448, -2.50244, 2.16073], [-1.61675, 0.16099, 2.78013], [2.23662, -2.39762, -2.44040], [2.37287, -3.51211, 0.26290], [0.03534, -3.81279, -1.24117], [-1.50416, 3.26846, -1.89406], [-2.03662, 3.33324, 0.93907], [-3.21283, 1.46142, -0.68431], [0.08213, -0.11614, -5.85176], [1.94136, 1.10125, -4.70325], [-3.62383, -2.08594, 1.68868], [-2.82155, -2.63083, 0.20768], [-3.55630, -1.03245, 0.25836], [-1.18509, -2.96529, 2.96072], [0.35906, -2.22875, 2.61573], [-0.44272, -3.27188, 1.39548], [-1.93144, -0.30244, 3.74292], [-2.31500, 0.96979, 2.51529], [-0.64624, 0.64689, 2.98482], [2.94900, -3.23100, -2.58343], [2.82565, -1.45765, -2.42690], [1.55859, -2.35680, -3.31229], [2.41532, -4.57422, -0.03299], [1.98291, -3.47466, 1.29145], [3.40063, -3.11972, 0.28285], [0.46256, -4.81038, -1.07221], [-0.28098, -3.73304, -2.28382], [-0.85075, -3.70261, -0.60554], [-1.84549, 4.28835, -1.65556], [-2.14539, 2.85274, -2.69753], [-0.46552, 3.31525, -2.27481], [-2.51209, 4.23030, 0.51944], [-1.10908, 3.60804, 1.45411], [-2.72805, 2.84812, 1.63968], [-3.84987, 2.30578, -0.96626], [-3.60682, 0.99300, 0.22499], [-3.15875, 0.73825, -1.50427], [-1.46322, 0.52931, -3.99811], [-2.36203, -0.34650, -4.65331], [-3.30631, 0.22133, -5.50886], [-3.20682, 1.57575, -5.90057], [-1.97490, 2.22218, -5.69997], [-1.20164, 1.79089, -4.60183], [-0.76264, 0.06268, -2.91710], [-1.06441, -0.54180, 0.08002], [-2.19947, -1.43130, -4.56687], [-4.05050, -0.46337, -5.92251], [-4.02024, 2.11347, -6.40659], [-1.56580, 2.91204, -6.44411], [-0.26444, 2.28051, -4.30962], [3.83250, -0.09119, 9.54579], [3.54030, 0.01657, 8.41833], [3.14213, 0.20717, 7.03636], [3.29122, 1.49447, 6.48358], [2.78408, 1.76902, 5.20081], [2.43246, 0.70128, 4.34323], [2.30983, -0.58939, 4.88811], [2.57069, -0.80074, 6.24367], [2.16194, 0.99957, 2.98214], [2.00249, 2.30123, 2.41917], [1.95918, 2.15505, 1.06271], [1.90199, 0.79459, 0.76689], [2.10493, 0.13468, 1.92228], [3.81137, 2.25715, 7.07959], [2.72260, 2.83661, 4.87533], [1.99967, -1.41873, 4.24878], [2.36082, -1.75850, 6.70186], [1.75478, 3.16101, 3.00896], [1.88996, 2.89271, 0.27066], [2.17882, -0.94452, 1.94879]],
  "mulliken_charge": [1.153, 1.000, 1.012, 1.049, 0.377, -0.378, -1.044, 0.417, -1.110, -0.634, -0.722, -1.208, -1.377, -1.241, -1.269, -1.516, -1.497, 0.408, 0.394, 0.473, 0.307, 0.264, 0.575, -0.092, 0.318, 0.506, 0.217, 0.099, 0.468, 0.476, 0.130, 0.490, 0.291, 0.416, 0.463, 0.377, 0.195, 0.541, 0.343, 0.222, 0.466, 0.419, 0.450, 0.526, 0.466, 0.298, -0.016, -0.386, -0.445, -0.702, -0.524, -0.450, 0.200, -0.218, 0.352, 0.470, 0.464, 0.459, 0.308, -0.358, -0.161, 0.449, -0.954, -0.580, 1.617, -0.100, -0.996, 0.267, -0.230, -0.984, -0.231, -0.703, 0.458, 0.225, 0.214, 0.447, 0.399, 0.517, 0.678],
  "homo_energy_ev": -15.244,
  "charge": 3,
  "molar_mass_g_mol": 694.6,
  "lumo_ev": -9.929,
  "orbital_gap_ev": 5.315,
  "spin_multiplicity": 1,
  "energy_ev": -96689.879,
  "relative_energy_kj_mol": 200.43
}